one.
Here is a structure of composition H18O9 from OMol25. Energies are from ωB97M-V/def2-TZVPD.

CARTESIAN COORDINATES (ANGSTROEM)
O1 -1.487 -0.727 1.547
H1 -1.000 -1.550 1.525
H2 -1.049 -0.172 0.901
O2 3.315 0.834 0.694
H3 3.474 1.680 0.275
H4 2.419 0.608 0.446
O3 -1.393 0.972 -2.235
H5 -1.870 1.615 -1.710
H6 -0.488 1.285 -2.233
O4 -1.169 1.943 1.692
H7 -0.394 1.594 1.254
H8 -1.469 1.229 2.254
O5 -0.454 -1.342 -1.517
H9 -0.397 -2.130 -0.978
H10 0.434 -1.215 -1.851
O6 -2.466 -0.922 -1.110
H11 -1.534 -1.137 -1.165
H12 -2.656 -0.468 -1.931
O7 1.578 -0.629 -0.374
H13 2.207 -1.103 0.170
H14 1.769 -0.916 -1.267
O8 -0.126 0.499 0.245
H15 0.697 0.071 0.009
H16 -0.599 0.583 -0.583
O9 1.022 -0.533 2.134
H17 0.931 -0.312 1.208
H18 0.706 0.242 2.598

Its frontier orbital gap is 8.17 eV. The calculation puts the highest occupied orbital energy at -9.336 eV. As for the molar mass: 162.135 g mol⁻¹.

=====

two.
Here is a cluster of 9 separate species, H18O9 in total from OMol25. Energies are from ωB97M-V/def2-TZVPD.

CARTESIAN COORDINATES (ANGSTROEM)
H1 -0.006 0.299 0.126
H2 -0.751 1.474 -0.447
H3 -1.026 3.096 0.067
H4 -1.299 3.189 -1.565
H5 3.146 -2.765 1.220
H6 2.385 -1.851 0.376
H7 1.945 -2.696 -2.402
H8 2.087 -3.887 -1.409
H9 -3.599 1.670 -1.293
H10 -3.999 0.885 -2.655
H11 -2.462 -1.599 -1.176
H12 -2.526 -1.658 0.350
H13 4.051 0.574 -1.716
H14 4.019 2.112 -1.794
H15 -1.162 -2.412 2.930
H16 -2.617 -2.006 2.892
H17 0.893 2.945 2.586
H18 1.152 2.125 3.750
O1 -0.415 0.596 -0.685
O2 -1.263 3.677 -0.732
O3 2.761 -1.816 1.265
O4 1.527 -3.114 -1.633
O5 -3.554 0.814 -1.826
O6 -2.997 -1.415 -0.378
O7 4.588 1.370 -1.877
O8 -1.988 -2.627 2.481
O9 1.109 3.019 3.547

Its frontier orbital gap is 10.11 eV. The calculation puts the highest occupied orbital energy at -10.445 eV. As for the SMILES: O.O.O.O.O.O.O.O.O. As for the molar mass: 162.135 g mol⁻¹.

=====

three.
Here is a cluster of 9 separate species, H18O9 in total from OMol25. Energies are from ωB97M-V/def2-TZVPD.

CARTESIAN COORDINATES (ANGSTROEM)
H1 0.360 1.144 0.408
H2 0.445 -0.058 -0.518
H3 1.699 -1.234 -0.265
H4 2.594 -1.782 -1.363
H5 -2.800 4.029 1.543
H6 -1.423 3.509 1.923
H7 0.555 -3.635 -0.441
H8 0.376 -2.129 -0.537
H9 -0.877 -3.442 -2.767
H10 0.582 -3.253 -3.146
H11 -1.073 0.866 4.194
H12 -2.414 0.481 4.798
H13 -3.313 -1.784 0.197
H14 -4.413 -2.443 -0.619
H15 0.167 3.811 -1.116
H16 1.117 3.340 -2.204
H17 3.762 0.246 0.308
H18 4.674 0.734 -0.806
O1 0.012 0.797 -0.421
O2 1.942 -1.095 -1.187
O3 -2.075 4.178 2.160
O4 0.945 -2.803 -0.149
O5 -0.131 -2.845 -2.642
O6 -1.493 0.642 5.032
O7 -4.079 -1.579 -0.351
O8 1.088 3.864 -1.395
O9 3.772 0.441 -0.636

Its frontier orbital gap is 10.01 eV. The calculation puts the highest occupied orbital energy at -10.070 eV. As for the SMILES: O.O.O.O.O.O.O.O.O. As for the molar mass: 162.135 g mol⁻¹.

=====

Quick one: least stable of them? one

=====

one.
Here is a cluster of 4 separate species, C2H10O2S2 in total from OMol25. Energies are from ωB97M-V/def2-TZVPD.

CARTESIAN COORDINATES (ANGSTROEM)
C1 -0.715 0.752 -0.780
C2 -0.858 -0.797 -0.852
S1 0.289 -1.365 -2.170
S2 -1.444 0.369 2.011
H1 -0.657 1.156 -1.861
H2 0.144 1.053 -0.246
H3 -1.543 1.247 -0.351
H4 -1.890 -1.023 -1.084
H5 -0.602 -1.281 0.064
H6 -2.645 0.823 1.903
H7 2.642 1.204 -1.319
H8 1.934 -0.154 -1.262
O1 2.531 0.436 -0.717
H9 1.375 -0.804 2.868
H10 0.287 -0.549 1.825
O2 1.150 -1.066 1.971

Its frontier orbital gap is 3.77 eV. The calculation puts the highest occupied orbital energy at -8.730 eV. As for the molar mass: 130.234 g mol⁻¹.

=====

two.
Here is a cluster of 3 separate species, C2H10O2S2 in total from OMol25. Energies are from ωB97M-V/def2-TZVPD.

CARTESIAN COORDINATES (ANGSTROEM)
C1 -2.339 2.824 0.152
C2 -1.833 3.761 -0.951
S1 -1.254 2.690 -2.269
S2 -0.126 1.143 -1.432
H1 -2.385 3.277 1.111
H2 -1.714 1.906 0.263
H3 -3.414 2.501 0.017
H4 -0.976 4.563 -0.658
H5 -2.604 4.549 -1.167
H6 0.987 1.506 -2.192
H7 2.117 -3.950 2.906
H8 2.026 -5.298 3.075
O1 1.562 -4.679 2.541
H9 3.172 -4.595 -1.135
H10 3.313 -4.918 0.338
O2 3.468 -5.278 -0.598

Its frontier orbital gap is 8.86 eV. The calculation puts the highest occupied orbital energy at -8.635 eV. As for the SMILES: CCSS.O.O. As for the molar mass: 130.234 g mol⁻¹.

=====

three.
Here is a cluster of 4 separate species, C2H10O2S2 in total from OMol25. Energies are from ωB97M-V/def2-TZVPD.

CARTESIAN COORDINATES (ANGSTROEM)
C1 -0.253 -1.228 -1.059
C2 -0.164 0.119 -0.405
S1 -1.168 1.272 -1.347
S2 3.005 -1.089 -0.266
H1 -1.351 -1.418 -1.137
H2 0.202 -2.085 -0.597
H3 0.314 -1.130 -2.054
H4 0.837 0.517 -0.341
H5 -0.433 -0.129 0.685
H6 3.930 -0.343 -0.846
H7 -3.204 1.452 -0.068
H8 -3.673 2.772 0.612
O1 -3.727 1.794 0.606
H9 2.047 -0.554 1.363
H10 2.074 0.366 2.641
O2 1.565 -0.316 2.212

Its frontier orbital gap is 3.76 eV. The calculation puts the highest occupied orbital energy at -8.873 eV. As for the molar mass: 130.234 g mol⁻¹.

=====

four.
Here is a cluster of 3 separate species, C2H10O2S2 in total from OMol25. Energies are from ωB97M-V/def2-TZVPD.

CARTESIAN COORDINATES (ANGSTROEM)
C1 0.511 3.173 -0.130
S1 -0.114 1.544 -0.618
S2 -1.106 0.957 1.125
C2 -1.469 -0.814 0.646
H1 0.786 3.198 0.926
H2 1.460 3.293 -0.648
H3 -0.250 3.901 -0.410
H4 -1.431 -0.821 -0.442
H5 -0.837 -1.333 1.353
H6 -2.514 -0.888 0.858
H7 -0.546 -3.787 -0.222
H8 0.281 -2.561 -0.578
O1 -0.370 -3.176 -0.941
H9 2.572 -1.025 -0.637
H10 1.293 -0.404 -0.057
O2 1.735 -1.256 -0.225

Its frontier orbital gap is 8.48 eV. The calculation puts the highest occupied orbital energy at -8.052 eV. As for the SMILES: CSSC.O.O. As for the molar mass: 130.234 g mol⁻¹.

=====

Quick one: least stable of them? one

=====

one.
Here is a cluster of 3 separate species, C3H13N4 in total from OMol25. Energies are from ωB97M-V/def2-TZVPD.

CARTESIAN COORDINATES (ANGSTROEM)
C1 3.370 -1.755 0.383
C2 1.214 2.089 -0.055
C3 0.529 -0.219 -0.060
N1 -0.234 -1.206 0.335
N2 -3.321 -0.849 -0.336
N3 0.166 1.117 -0.033
N4 -1.172 1.528 -0.074
H1 2.674 -1.001 0.643
H2 3.316 -2.734 0.755
H3 4.386 -1.591 -0.030
H4 0.921 2.812 -0.817
H5 1.433 2.717 0.867
H6 2.271 1.820 -0.348
H7 -0.098 -2.166 0.347
H8 -1.200 -0.990 0.666
H9 -3.595 -1.283 -1.244
H10 -3.849 0.083 -0.226
H11 -1.226 2.208 -0.856
H12 -1.718 0.757 -0.328
H13 -3.866 -1.336 0.408

Its frontier orbital gap (alpha / beta) is 5.62 / 10.25 eV. Its charge is +1. The calculation puts the highest occupied orbital energy (alpha / beta) at -11.998 / -13.664 eV. As for the molar mass: 105.165 g mol⁻¹.

=====

two.
Here is a cluster of 3 separate species, C3H13N4 in total from OMol25. Energies are from ωB97M-V/def2-TZVPD.

CARTESIAN COORDINATES (ANGSTROEM)
C1 -1.874 1.371 0.485
C2 2.037 0.729 0.698
C3 1.839 0.327 -1.604
N1 -0.069 -1.960 0.241
N2 -2.422 0.628 -0.578
N3 1.556 -0.021 -0.429
N4 -2.082 -0.559 -0.687
H1 -1.298 0.779 1.204
H2 -1.251 2.152 0.042
H3 -2.702 1.891 0.969
H4 1.197 0.962 1.351
H5 2.730 0.100 1.254
H6 2.545 1.653 0.415
H7 2.442 1.204 -1.841
H8 1.477 -0.266 -2.431
H9 -0.033 -2.178 1.234
H10 0.710 -1.228 -0.031
H11 -1.002 -1.452 -0.034
H12 -2.555 -0.995 -1.489
H13 0.046 -2.817 -0.295

Its frontier orbital gap is 10.23 eV. Its charge is +1. The calculation puts the highest occupied orbital energy at -13.622 eV. As for the molar mass: 105.165 g mol⁻¹.

=====

three.
Here is a cluster of 2 separate species, C3H13N4 in total from OMol25. Energies are from ωB97M-V/def2-TZVPD.

CARTESIAN COORDINATES (ANGSTROEM)
N1 1.447 -2.398 -1.698
C1 2.115 -1.341 -0.956
N2 1.271 -0.395 -0.181
H1 0.850 -2.897 -1.043
H2 0.813 -2.025 -2.400
H3 2.715 -1.856 -0.206
H4 2.789 -0.763 -1.582
H5 0.660 0.061 -0.857
H6 0.646 -0.981 0.369
C2 -2.285 -0.226 0.008
N3 -0.161 2.411 1.437
C3 -0.813 1.631 0.606
N4 -1.585 0.643 0.958
H7 -1.881 -1.234 0.046
H8 -2.134 0.173 -0.992
H9 -3.346 -0.235 0.240
H10 -0.113 2.236 2.429
H11 0.476 3.087 1.047
H12 -0.771 1.913 -0.440
H13 -1.598 0.376 1.934

Its frontier orbital gap is 8.93 eV. Its charge is +1. The calculation puts the highest occupied orbital energy at -12.431 eV. As for the molar mass: 105.165 g mol⁻¹.

=====

Quick one: least stable of them? one

=====

one.
Here is the ion CH5N2S2 with charge +1 from OMol25. Energies are from ωB97M-V/def2-TZVPD.

CARTESIAN COORDINATES (ANGSTROEM)
C1 0.324 0.391 -0.061
N1 -0.234 -0.088 1.486
N2 -0.305 -0.713 -0.900
S1 -0.006 2.015 -0.739
S2 1.866 1.046 -0.531
H1 -0.613 0.711 1.902
H2 0.587 -0.423 1.987
H3 -1.105 -0.819 -0.323
H4 0.112 -1.672 -0.923
H5 -0.625 -0.449 -1.898

Its frontier orbital gap is 8.58 eV. Its charge is +1. The calculation puts the highest occupied orbital energy at -13.566 eV. As for the SMILES: NC1([NH3+])SS1. As for the molar mass: 109.199 g mol⁻¹.

=====

two.
Here is the ion CH5N2S2 with charge +1 from OMol25. Energies are from ωB97M-V/def2-TZVPD.

CARTESIAN COORDINATES (ANGSTROEM)
C1 0.157 -0.822 0.137
N1 1.003 0.111 -0.219
N2 0.094 -2.071 -0.251
S1 -1.033 2.581 0.535
S2 0.879 1.522 0.383
H1 -0.708 -0.611 0.806
H2 -0.509 -2.670 0.229
H3 0.726 -2.628 -0.867
H4 -2.244 2.364 -0.190
H5 1.635 2.223 -0.563

Its frontier orbital gap is 8.55 eV. Its charge is +1. The calculation puts the highest occupied orbital energy at -14.206 eV. As for the molar mass: 109.199 g mol⁻¹.

=====

three.
Here is the ion CH5N2S2 with charge +1 from OMol25. Energies are from ωB97M-V/def2-TZVPD.

CARTESIAN COORDINATES (ANGSTROEM)
C1 0.335 0.040 -0.082
N1 -0.213 0.429 -1.407
N2 -0.660 -0.118 1.040
S1 1.658 -1.195 -0.213
S2 1.820 0.882 0.361
H1 -0.969 -0.225 -1.763
H2 0.522 0.389 -2.030
H3 -1.438 0.588 0.951
H4 0.004 0.217 1.815
H5 -1.059 -1.006 1.328

Its frontier orbital gap is 8.29 eV. Its charge is +1. The calculation puts the highest occupied orbital energy at -13.393 eV. As for the SMILES: NC1([NH3+])SS1. As for the molar mass: 109.199 g mol⁻¹.

=====

Quick one: least stable of them? two